[1]
{"formula": "C55H54ClN2O2PPdSe2Te", "method": "ωB97M-V/def2-TZVPD", "species": ["Pd", "C", "C", "C", "C", "C", "C", "C", "C", "C", "C", "C", "C", "N", "C", "C", "N", "C", "C", "C", "C", "C", "C", "C", "C", "C", "C", "C", "C", "C", "C", "C", "C", "C", "C", "C", "C", "C", "C", "H", "H", "H", "H", "H", "H", "H", "H", "H", "H", "H", "H", "H", "H", "H", "H", "H", "H", "H", "H", "H", "H", "H", "H", "H", "H", "H", "H", "H", "H", "H", "H", "H", "H", "H", "H", "H", "H", "H", "H", "Se", "P", "Se", "C", "C", "C", "C", "C", "C", "C", "C", "C", "C", "C", "C", "H", "H", "H", "H", "H", "H", "H", "H", "H", "H", "Te", "Cl", "C", "C", "C", "C", "C", "C", "C", "O", "O", "H", "H", "H", "H"], "xyz": [[10.513, 15.650, 12.270], [12.070, 18.421, 16.546], [11.250, 17.955, 15.360], [10.589, 19.174, 14.723], [10.217, 16.921, 15.750], [9.178, 17.376, 16.515], [8.151, 16.504, 16.873], [8.278, 15.151, 16.593], [9.387, 14.623, 15.944], [9.319, 13.117, 15.819], [8.462, 12.654, 14.699], [10.608, 12.247, 15.882], [10.245, 15.529, 15.342], [11.156, 15.110, 14.277], [12.493, 14.928, 14.429], [13.517, 15.109, 13.376], [13.315, 15.420, 12.112], [14.091, 16.056, 11.193], [14.518, 17.393, 11.370], [14.790, 18.134, 10.247], [14.507, 17.706, 8.922], [14.194, 16.375, 8.723], [14.134, 15.530, 9.847], [14.084, 14.034, 9.689], [12.643, 13.523, 9.374], [14.899, 13.188, 10.621], [14.784, 18.049, 12.718], [13.990, 19.323, 12.946], [16.291, 18.363, 12.783], [14.784, 14.870, 13.984], [16.081, 14.934, 13.442], [17.126, 14.848, 14.303], [16.927, 14.575, 15.690], [15.669, 14.479, 16.253], [15.324, 14.389, 17.583], [14.002, 14.334, 17.909], [12.892, 14.613, 17.014], [13.205, 14.695, 15.666], [14.581, 14.630, 15.339], [13.045, 18.885, 16.212], [12.235, 17.659, 17.345], [11.637, 19.295, 17.027], [11.931, 17.494, 14.577], [10.018, 19.756, 15.502], [9.907, 18.862, 13.868], [11.360, 19.853, 14.350], [9.145, 18.391, 16.895], [7.306, 16.900, 17.483], [7.384, 14.552, 16.928], [8.781, 12.879, 16.765], [9.063, 12.654, 13.763], [7.571, 13.314, 14.577], [7.972, 11.662, 14.893], [11.455, 12.530, 15.329], [10.314, 11.239, 15.541], [10.956, 11.918, 16.824], [15.201, 19.140, 10.498], [14.598, 18.410, 8.108], [14.098, 15.914, 7.723], [14.624, 13.981, 8.709], [12.594, 12.407, 9.236], [12.229, 14.111, 8.557], [12.010, 13.788, 10.193], [14.439, 13.047, 11.616], [15.887, 13.648, 10.806], [15.101, 12.103, 10.213], [14.629, 17.279, 13.526], [13.859, 19.951, 12.010], [14.515, 19.967, 13.676], [13.010, 19.047, 13.328], [16.742, 19.140, 12.096], [16.975, 17.433, 12.688], [16.612, 18.762, 13.783], [16.253, 15.196, 12.394], [18.143, 14.741, 13.940], [17.741, 14.382, 16.376], [16.142, 14.318, 18.299], [13.690, 14.152, 18.986], [11.892, 14.606, 17.408], [11.037, 17.475, 8.411], [8.531, 15.892, 11.048], [7.549, 16.121, 12.978], [7.957, 17.177, 9.925], [7.405, 18.324, 10.535], [6.872, 19.352, 9.706], [6.778, 19.194, 8.313], [7.378, 18.050, 7.704], [7.955, 17.044, 8.529], [8.121, 14.338, 10.139], [8.979, 13.231, 9.926], [8.643, 12.260, 9.009], [7.400, 12.243, 8.410], [6.541, 13.293, 8.695], [6.876, 14.327, 9.481], [7.441, 18.490, 11.627], [6.439, 20.228, 10.225], [6.354, 19.930, 7.673], [7.303, 17.983, 6.608], [8.406, 16.167, 8.016], [9.865, 13.079, 10.531], [9.335, 11.455, 8.839], [7.130, 11.444, 7.734], [5.514, 13.315, 8.354], [6.177, 15.205, 9.626], [11.155, 17.612, 10.820], [10.043, 6.592, 12.067], [10.494, 8.226, 12.267], [11.837, 8.545, 12.581], [12.235, 9.876, 12.665], [11.310, 10.955, 12.441], [9.989, 10.568, 12.142], [9.570, 9.250, 12.065], [11.710, 12.323, 12.708], [12.769, 12.475, 13.352], [10.862, 13.209, 12.399], [12.571, 7.782, 12.737], [13.281, 10.144, 12.893], [9.235, 11.300, 11.901], [8.560, 9.011, 11.801]], "forces_ev_per_angstrom": [[-0.148, -0.816, 1.067], [1.613, 0.484, 0.624], [0.539, -0.756, -1.292], [-0.990, 0.269, -0.440], [0.283, -0.904, -0.657], [-0.724, -0.557, 0.673], [-0.246, 0.314, 0.687], [-1.732, 0.866, 1.203], [-0.761, -0.143, -0.634], [0.892, -0.765, 2.037], [-1.696, -0.180, -1.442], [-1.604, -1.119, -0.439], [2.093, 0.590, -0.403], [0.618, 0.873, 0.801], [-1.359, 1.152, -0.705], [-1.840, 0.096, -0.966], [-1.125, -0.736, 1.775], [-0.152, 0.620, -1.682], [0.174, -0.688, 0.096], [0.097, 1.038, -1.157], [0.716, 0.784, 1.312], [0.665, -1.079, 0.895], [-0.218, 0.472, 1.379], [-0.436, -0.275, -3.056], [0.804, -0.322, 0.451], [0.741, -1.826, 0.850], [1.154, -0.786, -0.050], [-0.121, 0.785, -0.348], [2.691, -0.309, 0.790], [2.126, -0.123, -0.161], [-2.229, 0.852, -0.756], [1.452, -1.748, 2.994], [0.992, 0.187, -1.294], [-1.715, 1.008, -2.838], [0.009, -0.782, 1.542], [-1.743, 0.548, 1.805], [1.501, -1.048, -0.431], [-0.047, 0.203, 1.000], [1.661, -0.152, 0.582], [-0.598, -0.943, 0.201], [0.096, 0.434, -0.840], [-0.668, -0.037, 0.231], [-0.661, 0.398, 0.914], [0.309, -0.617, -0.873], [0.738, 0.493, 1.034], [-0.107, 0.002, -0.122], [0.062, 0.056, -0.245], [0.576, -0.508, -0.676], [1.358, 0.076, -0.415], [0.241, -0.161, -0.491], [-0.661, -0.058, 0.409], [0.770, -0.121, -0.175], [0.946, 0.442, -0.163], [0.826, 0.678, -0.977], [-0.033, 0.319, -0.648], [0.314, 0.663, 1.779], [-0.510, -0.623, -0.903], [-0.006, -0.026, -0.105], [-0.002, 0.425, 0.573], [-0.275, -0.492, 0.383], [0.060, 1.068, -0.140], [0.069, -0.337, -0.467], [-0.463, -0.087, 0.868], [0.004, 0.067, -0.378], [-0.315, -0.213, -0.220], [-0.509, 2.034, 0.500], [-0.199, 1.042, -0.664], [0.116, -0.912, 0.980], [-0.353, -0.280, -0.065], [-0.144, 0.316, -0.063], [-1.025, -0.844, 0.206], [-1.322, 1.279, -0.154], [-0.664, -0.302, -0.460], [-0.236, -0.318, 0.349], [0.010, 0.470, -0.081], [0.517, 0.200, -0.213], [-0.391, -0.173, 0.236], [0.611, 0.360, -1.312], [-0.219, 0.110, -0.023], [0.203, 0.005, 0.179], [0.279, -1.649, 0.243], [0.274, -0.170, -0.245], [-1.174, 0.575, 0.203], [0.147, 1.010, -1.372], [-0.301, -0.548, 0.531], [1.548, -1.623, 0.648], [-0.596, 0.364, 1.392], [-0.334, 0.524, -1.419], [-0.478, -0.055, -0.533], [-0.247, 1.302, 0.762], [-0.280, -0.585, 0.072], [0.191, 0.299, -0.069], [-1.722, -1.181, -1.142], [0.614, 2.223, 1.643], [-0.083, -0.422, -0.794], [0.301, -0.439, -0.543], [-0.391, 0.604, -0.227], [0.316, -0.294, 0.608], [-0.435, 0.686, 0.737], [0.181, 0.497, -0.101], [0.219, -0.251, -0.058], [-0.142, -0.023, -0.026], [-0.017, -0.312, -0.525], [0.809, -1.268, -0.155], [0.824, 1.663, -0.814], [-0.317, -0.964, -0.016], [1.101, 1.699, 0.292], [-0.918, 0.677, -0.354], [-0.550, 0.965, -0.228], [-0.403, -4.143, -0.065], [0.445, 0.522, -0.183], [1.085, -0.716, 0.027], [0.122, 2.121, 0.973], [0.158, -0.245, -0.521], [0.260, -0.424, -0.684], [0.164, -0.510, 0.029], [-0.740, -0.173, -0.039], [0.104, 0.410, 0.233], [-0.410, -0.061, -0.059]], "homo_lumo_gap_ev": [4.450, 6.196], "e_homo_ev": [-0.577, -2.383], "spin_multiplicity": 5, "charge": -2, "relative_energy_kj_mol": 2.3}

=====

[2]
{"formula": "C55H56IrN4PS", "method": "ωB97M-V/def2-TZVPD", "species": ["Ir", "C", "C", "C", "C", "C", "C", "C", "C", "C", "C", "C", "C", "N", "C", "C", "N", "C", "C", "C", "C", "C", "C", "C", "C", "C", "C", "C", "C", "C", "C", "C", "C", "C", "C", "C", "C", "C", "C", "H", "H", "H", "H", "H", "H", "H", "H", "H", "H", "H", "H", "H", "H", "H", "H", "H", "H", "H", "H", "H", "H", "H", "H", "H", "H", "H", "H", "H", "H", "H", "H", "H", "H", "H", "H", "H", "H", "H", "H", "N", "C", "C", "C", "C", "C", "C", "P", "C", "C", "C", "C", "C", "C", "C", "C", "C", "C", "C", "C", "H", "H", "H", "H", "H", "H", "H", "H", "H", "H", "H", "H", "H", "H", "H", "H", "S", "C", "N"], "xyz": [[0.959, 0.994, -0.108], [-3.619, -1.102, -2.059], [-3.446, -0.582, -0.629], [-4.588, -1.131, 0.232], [-3.447, 0.928, -0.607], [-4.530, 1.562, -1.196], [-4.636, 2.938, -1.237], [-3.646, 3.692, -0.639], [-2.557, 3.107, -0.012], [-1.586, 4.071, 0.627], [-1.040, 3.625, 1.980], [-0.484, 4.388, -0.381], [-2.418, 1.702, -0.014], [-1.295, 1.088, 0.542], [-1.360, 0.377, 1.667], [-0.258, -0.388, 2.175], [0.963, -0.390, 1.637], [1.967, -1.267, 2.026], [3.008, -0.897, 2.906], [3.975, -1.848, 3.213], [3.944, -3.127, 2.694], [2.920, -3.484, 1.838], [1.935, -2.578, 1.492], [0.823, -3.032, 0.579], [1.386, -3.648, -0.703], [-0.075, -4.031, 1.316], [3.216, 0.465, 3.534], [1.953, 1.259, 3.839], [4.185, 1.263, 2.656], [-0.688, -1.058, 3.388], [-0.096, -1.901, 4.304], [-0.856, -2.333, 5.405], [-2.162, -1.946, 5.607], [-2.792, -1.065, 4.697], [-4.096, -0.524, 4.774], [-4.517, 0.385, 3.833], [-3.720, 0.802, 2.751], [-2.464, 0.251, 2.610], [-2.026, -0.653, 3.609], [-3.533, -2.185, -2.066], [-2.871, -0.686, -2.732], [-4.601, -0.845, -2.446], [-2.493, -0.952, -0.234], [-5.547, -0.900, -0.222], [-4.576, -0.695, 1.226], [-4.504, -2.210, 0.330], [-5.315, 0.964, -1.630], [-5.484, 3.410, -1.708], [-3.727, 4.770, -0.638], [-2.139, 4.999, 0.807], [-0.288, 2.848, 1.872], [-1.840, 3.243, 2.612], [-0.580, 4.469, 2.490], [0.036, 3.471, -0.670], [0.235, 5.080, 0.046], [-0.909, 4.829, -1.278], [4.780, -1.578, 3.879], [4.700, -3.846, 2.967], [2.896, -4.483, 1.433], [0.220, -2.159, 0.300], [2.002, -4.514, -0.489], [1.987, -2.915, -1.241], [0.580, -3.975, -1.353], [0.504, -4.890, 1.646], [-0.868, -4.383, 0.662], [-0.532, -3.570, 2.189], [3.715, 0.289, 4.495], [1.466, 1.603, 2.931], [2.214, 2.131, 4.434], [1.249, 0.656, 4.410], [3.744, 1.448, 1.681], [5.113, 0.714, 2.525], [4.408, 2.225, 3.110], [0.928, -2.230, 4.203], [-0.387, -2.991, 6.122], [-2.708, -2.298, 6.469], [-4.745, -0.813, 5.585], [-5.506, 0.805, 3.918], [-4.102, 1.540, 2.062], [3.441, 0.964, -1.159], [3.751, -0.024, -2.118], [5.046, -0.481, -2.332], [5.296, -1.442, -3.297], [4.252, -1.959, -4.046], [2.955, -1.536, -3.817], [2.691, -0.566, -2.855], [1.018, -0.004, -2.385], [-0.021, -1.196, -3.303], [-0.009, -1.201, -4.699], [-0.648, -2.214, -5.389], [-1.291, -3.231, -4.699], [-1.356, -3.194, -3.317], [-0.732, -2.172, -2.621], [0.772, 1.500, -3.380], [-0.469, 2.124, -3.252], [-0.748, 3.268, -3.973], [0.224, 3.807, -4.803], [1.463, 3.196, -4.921], [1.743, 2.038, -4.215], [4.212, 1.123, -0.514], [3.189, 1.852, -1.587], [5.858, -0.069, -1.752], [6.306, -1.786, -3.464], [4.439, -2.702, -4.806], [2.153, -1.967, -4.396], [0.497, -0.410, -5.237], [-0.624, -2.220, -6.467], [-1.751, -4.042, -5.240], [-1.891, -3.962, -2.776], [-0.806, -2.113, -1.545], [-1.205, 1.703, -2.578], [-1.713, 3.745, -3.881], [0.015, 4.709, -5.356], [2.215, 3.619, -5.568], [2.705, 1.551, -4.315], [2.517, 4.765, 2.236], [2.191, 3.571, 1.255], [1.957, 2.665, 0.530]], "forces_ev_per_angstrom": [[-0.319, -0.201, 1.388], [0.121, 0.084, 0.166], [-0.133, -0.128, -0.115], [0.248, 0.021, 0.087], [0.447, 0.024, 0.141], [-0.078, 0.175, -0.016], [0.074, -0.112, 0.063], [-0.212, -0.055, -0.094], [0.074, -0.095, 0.151], [0.207, -0.055, 0.008], [0.020, 0.085, -0.025], [-0.101, -0.055, 0.080], [-1.233, 0.665, -0.633], [2.034, -0.629, 0.044], [0.097, 0.211, -0.215], [0.059, 0.018, 0.114], [-0.696, 1.720, -1.582], [1.105, -1.040, 0.285], [-0.217, -0.074, -0.122], [0.031, -0.151, -0.037], [-0.072, -0.021, 0.025], [0.152, 0.037, 0.084], [-0.130, 0.508, 0.056], [-0.031, -0.190, -0.108], [-0.133, 0.152, 0.132], [-0.065, 0.240, -0.115], [-0.073, 0.157, -0.122], [0.118, 0.007, 0.041], [-0.018, -0.040, 0.216], [-0.201, -0.285, 0.462], [0.000, 0.276, -0.358], [-0.256, -0.105, 0.288], [0.117, -0.017, -0.019], [0.235, 0.099, -0.280], [-0.013, 0.108, -0.086], [-0.174, -0.072, 0.284], [0.571, 0.045, -0.139], [-0.466, -0.106, 0.483], [0.090, -0.052, -0.062], [-0.029, -0.119, -0.072], [0.018, -0.005, -0.082], [-0.116, 0.010, -0.049], [-0.049, 0.028, -0.006], [-0.157, 0.001, -0.092], [-0.069, -0.145, 0.004], [-0.048, -0.175, -0.003], [-0.096, -0.085, -0.069], [-0.078, 0.056, -0.043], [0.014, 0.129, 0.038], [-0.020, -0.095, -0.055], [-0.008, 0.039, 0.149], [-0.053, -0.054, 0.101], [0.052, 0.063, 0.047], [-0.068, 0.230, -0.092], [0.187, 0.104, -0.012], [-0.028, 0.078, -0.137], [0.067, 0.103, 0.139], [0.106, -0.045, 0.010], [-0.039, -0.160, -0.034], [0.052, -0.148, 0.072], [0.141, -0.110, 0.015], [0.125, -0.020, -0.116], [-0.045, -0.081, -0.078], [0.048, -0.123, 0.029], [-0.135, -0.088, -0.091], [-0.036, -0.041, 0.066], [-0.017, -0.056, -0.118], [-0.052, 0.071, 0.085], [-0.013, 0.116, 0.060], [-0.119, 0.021, 0.047], [-0.040, -0.030, -0.112], [0.160, -0.035, -0.045], [0.055, 0.139, 0.040], [0.051, -0.038, -0.012], [-0.001, -0.050, 0.049], [-0.020, -0.062, 0.095], [-0.134, -0.009, 0.102], [-0.156, 0.058, 0.056], [-0.053, 0.009, -0.088], [0.112, 0.198, 0.211], [-0.039, -0.464, -0.437], [-0.054, 0.100, 0.064], [-0.081, 0.016, 0.083], [-0.024, -0.027, -0.060], [-0.015, 0.032, -0.063], [0.052, 0.119, 0.690], [0.137, -0.086, -1.467], [-0.206, 0.018, 0.622], [-0.117, 0.214, 0.052], [0.120, 0.068, -0.044], [-0.052, 0.003, 0.156], [0.016, -0.121, -0.014], [0.161, 0.152, -0.074], [-0.032, 0.107, 0.386], [0.056, -0.095, 0.064], [-0.057, 0.049, -0.006], [0.022, -0.002, -0.017], [0.032, 0.098, -0.088], [0.036, -0.096, 0.126], [-0.215, 0.045, 0.032], [0.136, -0.014, 0.075], [0.098, 0.066, 0.075], [0.078, -0.008, 0.005], [0.039, -0.069, -0.032], [0.025, -0.069, 0.061], [0.025, 0.008, -0.061], [-0.012, 0.002, -0.118], [-0.102, -0.070, -0.068], [-0.035, -0.049, 0.014], [0.009, -0.111, 0.110], [-0.197, 0.021, 0.031], [-0.041, 0.010, 0.030], [-0.009, 0.091, -0.078], [0.057, 0.048, -0.072], [0.026, 0.018, -0.043], [0.020, -0.107, -0.179], [0.238, 0.697, 0.641], [-0.781, -1.421, -0.873]], "homo_lumo_gap_ev": [6.389, 4.665], "e_homo_ev": [-9.100, -10.313], "spin_multiplicity": 6, "charge": 1, "relative_energy_kj_mol": 31.0}